(1)
100
Properties=species:S:1:pos:R:3 method="wB97M-V/def2-TZVPD" homo_energy_ev=-1.6 total_charge=-1 total_energy_ha=-3975.864149 max_force_ev_per_a=0.91 multiplicity=1 lumo_ev=2.11
Ca 0.5623 0.0506 -0.0806
S -3.9454 0.8487 2.3864
C -3.1483 2.2421 2.9628
C -1.8475 1.9923 3.2521
C -1.4656 0.6332 3.0228
C -2.5052 -0.0937 2.5029
C -2.4745 -1.4923 2.0406
C -3.5514 -2.3544 2.2327
C -3.4476 -3.6649 1.8029
C -2.2661 -4.0879 1.2174
C -1.2505 -3.1604 1.0550
N -1.3560 -1.8829 1.4211
H -3.6799 3.1801 3.0268
H -1.1694 2.7537 3.6145
H -4.4448 -1.9941 2.7269
H -4.2688 -4.3559 1.9496
H -2.1302 -5.1113 0.8921
H -0.3000 -3.4489 0.6251
N 4.7155 -1.9567 0.1265
C 4.6368 -3.1891 0.7322
C 5.5836 -4.1922 0.4714
C 5.5370 -5.4107 1.1300
C 4.5335 -5.6683 2.0609
C 3.5819 -4.6882 2.3167
C 3.6238 -3.4569 1.6714
S 2.5498 -2.1488 2.0977
N 2.4322 -1.2369 0.6874
C 3.5714 -1.1284 -0.1327
C 3.5631 -0.3199 -1.2243
C 4.7009 -0.0983 -2.1193
C 4.5803 0.6954 -3.2042
C 3.3300 1.3460 -3.5004
C 2.3027 1.1412 -2.6155
N 2.3432 0.3665 -1.5189
H 5.4048 -1.9176 -0.6022
H 6.3704 -3.9923 -0.2500
H 6.2849 -6.1642 0.9127
H 4.4884 -6.6221 2.5737
H 2.7973 -4.8667 3.0466
H 5.6721 -0.5293 -1.9021
H 5.4416 0.8613 -3.8440
H 3.2116 2.0009 -4.3526
H 1.3517 1.6473 -2.7848
C -4.1112 1.3180 -3.1788
N -3.1726 0.3073 -3.6336
C -2.8684 0.0290 -4.9561
C -1.9007 -0.8920 -4.9571
N -1.5978 -1.1748 -3.6259
C -2.4003 -0.4324 -2.7914
S -2.5198 -0.3962 -1.1287
C -0.5615 -2.0812 -3.2484
C -0.2971 -3.1704 -4.0622
C 0.7767 -3.9850 -3.7384
C 1.5362 -3.6785 -2.6276
C 1.1797 -2.5714 -1.8740
N 0.1276 -1.7875 -2.1690
H -4.8705 1.4597 -3.9446
H -3.5993 2.2607 -2.9864
H -4.5673 0.9813 -2.2525
H -3.3593 0.5243 -5.7758
H -1.3600 -1.3299 -5.7753
H -0.9191 -3.3839 -4.9199
H 1.0175 -4.8390 -4.3589
H 2.3958 -4.2714 -2.3436
H 1.7692 -2.2792 -1.0008
C 1.9122 0.3877 4.8742
C 0.4142 0.6363 4.7191
C -0.3772 0.0362 5.8783
C -0.1083 0.0746 3.3936
H 2.2535 0.7222 5.8592
H 2.4831 0.9303 4.1156
H 2.1460 -0.6747 4.7695
H 0.2566 1.7193 4.7239
H -0.2535 -1.0528 5.8947
H -1.4455 0.2545 5.7897
H -0.0263 0.4304 6.8359
H -0.1467 -1.0098 3.4399
H 0.5980 0.3144 2.5917
C 3.2901 4.5600 1.7913
N 2.7632 3.2374 2.0435
C 3.2953 2.2637 1.0956
C 1.3022 3.1854 2.1446
C 0.5022 3.4746 0.8829
C 0.2771 4.8157 0.5568
C -0.3930 5.1692 -0.6086
C -0.8605 4.1616 -1.4397
C -0.6622 2.8309 -1.0794
C 0.0289 2.4137 0.0762
H 4.3766 4.5385 1.9105
H 2.8811 5.2678 2.5180
H 3.0702 4.9380 0.7807
H 4.3861 2.2582 1.1620
H 3.0133 2.4685 0.0542
H 2.9423 1.2581 1.3450
H 1.0070 3.8817 2.9403
H 1.0615 2.1792 2.4808
H 0.6155 5.5991 1.2311
H -0.5448 6.2130 -0.8609
H -1.3758 4.4133 -2.3636
H -1.0880 2.0743 -1.7459

=====

(2)
102
Properties=species:S:1:pos:R:3 method="wB97M-V/def2-TZVPD" homo_energy_ev=-9.9 total_charge=+1 total_energy_ha=-2606.146504 max_force_ev_per_a=6.34 multiplicity=1 lumo_ev=-2.75
Cd 2.1865 -2.5131 0.4482
N 0.7310 0.3792 -0.1779
O -0.3483 0.6024 0.3488
O 1.2452 1.0609 -1.0714
O 1.3491 -0.6634 0.1774
N 2.0013 1.6808 -3.7943
C 3.3056 1.6634 -4.2439
C 3.2496 1.4321 -5.6287
C 1.8932 1.3061 -6.0293
C 1.1127 1.4925 -4.8909
H 1.6841 1.7898 -2.8416
H 4.1200 1.7038 -3.5358
H 4.0984 1.2784 -6.2786
H 1.5928 1.0393 -7.0318
H 0.0398 1.4693 -4.7691
N -1.0933 1.4364 4.9346
C -1.2557 0.3758 5.8005
C -1.4220 -0.8103 5.0704
C -1.3272 -0.4784 3.7340
C -1.2457 0.9475 3.6524
H -0.9744 2.4085 5.1816
H -1.1399 0.4771 6.8695
H -1.3634 -1.8148 5.4629
H -1.1669 -1.1174 2.8783
H -1.1672 1.6052 2.7994
N -1.2484 6.1157 1.3556
C -0.8403 4.8085 1.0210
C -1.7085 3.7797 1.0173
C -3.0084 4.0261 1.3867
C -3.4800 5.3385 1.7532
C -2.5688 6.3129 1.6912
H 0.2196 4.6150 0.9460
H -1.4688 2.7635 0.7411
H -3.7222 3.2160 1.3611
H -4.5272 5.5867 1.8439
H -2.8171 7.3410 1.9097
N 2.0160 -3.0095 -1.5951
C 2.1983 -2.0908 -2.5674
C 1.7623 -2.1052 -3.8442
C 0.9794 -3.1572 -4.1997
C 0.7993 -4.2448 -3.2796
C 1.4581 -4.1548 -2.0633
H 2.7897 -1.2450 -2.2492
H 1.9075 -1.2543 -4.4933
H 0.4984 -3.3194 -5.1529
H 0.2166 -5.1225 -3.5172
H 1.4077 -5.0058 -1.4002
N 0.2326 -3.1389 0.8815
C 0.0197 -3.8818 2.0160
C -1.2471 -4.1966 2.4916
C -2.3443 -3.8964 1.7068
C -2.1949 -3.2570 0.4990
C -0.9118 -2.8171 0.1547
H 0.8784 -4.0209 2.6560
H -1.3411 -4.6418 3.4711
H -3.3358 -4.0871 2.0899
H -3.1093 -3.0955 -0.0526
H -0.8160 -2.1407 -0.6817
N -6.3798 0.2166 -0.2513
C -5.1182 0.3531 -0.7299
C -4.0164 0.4208 0.1516
C -4.2262 0.3523 1.5460
C -5.4862 0.0915 2.0387
C -6.5342 0.2123 1.0973
H -5.0237 0.3492 -1.8058
H -3.0113 0.5110 -0.2330
H -3.3244 0.1922 2.1183
H -5.6379 -0.1234 3.0861
H -7.5015 0.1519 1.5738
N 2.6407 -2.0605 2.3858
C 1.9837 -1.1095 3.1079
C 2.2652 -0.6640 4.4317
C 3.4260 -1.1736 5.0334
C 4.1305 -2.1373 4.3340
C 3.7143 -2.5962 3.0983
H 1.0907 -0.7198 2.6420
H 1.4835 -0.1247 4.9460
H 3.7530 -0.9756 6.0435
H 4.9954 -2.6114 4.7737
H 4.3111 -3.3457 2.5997
N 4.2363 -1.7223 -0.0911
C 5.0167 -2.5038 -0.8870
C 6.1088 -2.0391 -1.6365
C 6.3109 -0.6691 -1.7395
C 5.5450 0.1771 -0.9870
C 4.4816 -0.3674 -0.2281
H 4.6667 -3.5226 -0.9644
H 6.6816 -2.6906 -2.2798
H 7.1049 -0.2324 -2.3271
H 5.7388 1.2396 -0.9762
H 3.9731 0.3256 0.4258
N -3.9642 2.4863 -4.1184
C -3.0139 1.5450 -3.8002
C -1.9846 1.6923 -2.8514
C -1.8811 2.8954 -2.2105
C -2.7632 3.8913 -2.5343
C -3.8417 3.6491 -3.3914
H -3.1423 0.6280 -4.3561
H -1.3066 0.8803 -2.6334
H -1.0889 3.0793 -1.4999
H -2.6937 4.8748 -2.0935
H -4.5168 4.4025 -3.7694

=====

(3)
101
Properties=species:S:1:pos:R:3 method="wB97M-V/def2-TZVPD" homo_energy_ev="-9.8 / -9.1" total_charge=+1 total_energy_ha=-5006.360058 max_force_ev_per_a=0.43 multiplicity=3 lumo_ev="-3.24 / -3.26"
V 0.8153 -0.8081 -1.1060
O 2.6743 0.0515 -0.9810
C 3.0171 0.3545 -2.1973
O 3.8933 -0.1703 -2.8608
C 2.0632 1.3861 -2.7526
C 2.3674 2.4830 -3.5240
C 1.3284 3.3464 -3.8555
C 0.0465 3.0633 -3.4142
C -0.1724 1.9130 -2.6687
N 0.8203 1.0894 -2.3471
H 3.3855 2.6483 -3.8475
H 1.5181 4.2300 -4.4503
H -0.7837 3.7139 -3.6502
H -1.1608 1.6382 -2.3249
O -0.4853 0.3994 -0.0684
P -0.5114 1.2300 1.1865
C 0.2882 0.3518 2.5682
P 1.7040 -0.7177 2.1271
O 1.3873 -1.5010 0.8818
C 3.1874 0.2761 2.0593
C 3.3109 1.5214 2.6697
C 4.5165 2.2041 2.6096
C 5.5952 1.6433 1.9419
C 5.4762 0.4003 1.3331
C 4.2765 -0.2851 1.3913
C 1.8690 -1.8340 3.5164
C 2.4333 -1.4012 4.7148
C 2.5083 -2.2685 5.7919
C 2.0307 -3.5676 5.6712
C 1.4860 -4.0048 4.4717
C 1.4027 -3.1398 3.3905
C -2.2189 1.4571 1.6787
C -3.1912 1.2722 0.6961
C -4.5307 1.4280 1.0190
C -4.8990 1.7638 2.3141
C -3.9318 1.9452 3.2948
C -2.5913 1.7923 2.9797
C 0.2671 2.8279 0.9810
C 1.5132 2.8758 0.3535
C 2.1323 4.0980 0.1531
C 1.5157 5.2686 0.5753
C 0.2784 5.2227 1.2022
C -0.3502 4.0037 1.4061
H -0.4560 -0.3381 2.9772
H 0.5535 1.0481 3.3663
H 2.4754 1.9807 3.1827
H 4.6095 3.1741 3.0795
H 6.5334 2.1805 1.8934
H 6.3155 -0.0289 0.8030
H 4.1684 -1.2402 0.8925
H 2.8327 -0.3966 4.8034
H 2.9517 -1.9360 6.7207
H 2.0980 -4.2447 6.5123
H 1.1387 -5.0249 4.3748
H 1.0138 -3.4798 2.4376
H -2.8971 0.9913 -0.3092
H -5.2866 1.2866 0.2575
H -5.9449 1.8842 2.5637
H -4.2232 2.2050 4.3035
H -1.8411 1.9347 3.7493
H 1.9980 1.9629 0.0274
H 3.0983 4.1348 -0.3339
H 2.0006 6.2225 0.4137
H -0.2017 6.1366 1.5250
H -1.3245 3.9733 1.8773
I 2.9758 -2.8511 -1.9458
I 1.9293 -5.1562 -1.0489
C -0.2835 -3.2825 -3.8019
Si -0.0282 -1.4340 -3.4930
C 1.0316 -0.8313 -4.9373
C -1.7297 -0.6098 -3.6908
C -2.0167 0.2545 -4.7501
C -3.2391 0.9084 -4.8452
C -4.2131 0.7095 -3.8777
C -3.9587 -0.1574 -2.8221
C -2.7339 -0.8035 -2.7350
H -0.9095 -3.4196 -4.6874
H -0.7661 -3.7817 -2.9626
H 0.6662 -3.7868 -3.9898
H 0.6181 -1.2069 -5.8776
H 2.0553 -1.2034 -4.8558
H 1.0848 0.2565 -5.0097
H -1.2705 0.4294 -5.5168
H -3.4351 1.5705 -5.6796
H -5.1679 1.2140 -3.9537
H -4.7235 -0.3334 -2.0728
H -2.5340 -1.4647 -1.9011
O -0.6870 -2.3116 -0.8089
S -0.9615 -3.1905 0.4000
C -2.1857 -4.3800 -0.2370
C -3.5511 -4.0568 0.3746
C -3.5507 -2.5670 0.7106
C -2.2063 -2.3126 1.3747
H -1.8296 -5.3858 -0.0218
H -2.1545 -4.2184 -1.3143
H -3.6995 -4.6382 1.2866
H -4.3502 -4.3230 -0.3162
H -4.3745 -2.2951 1.3707
H -3.6360 -1.9613 -0.1946
H -2.1526 -2.7400 2.3804
H -1.9064 -1.2676 1.4021

=====

(4)
102
Properties=species:S:1:pos:R:3 method="wB97M-V/def2-TZVPD" homo_energy_ev=-5.8 total_charge=-1 total_energy_ha=-5101.276981 max_force_ev_per_a=2.36 multiplicity=1 lumo_ev=0.48
Au -0.1457 -0.2877 -0.1063
C -3.0502 2.1929 3.1975
C -2.5459 0.7515 3.1147
C -2.4413 0.1378 4.5182
C -3.4032 -0.1367 2.2463
C -4.7849 -0.0323 2.2646
C -5.5799 -0.8565 1.4875
C -4.9944 -1.8125 0.6729
C -3.6178 -1.9633 0.6349
C -2.9951 -3.0344 -0.2370
C -3.3059 -2.7975 -1.7175
C -3.4450 -4.4255 0.2204
C -2.8144 -1.1311 1.4383
N -1.4256 -1.3002 1.3887
C -0.7510 -2.0581 2.2573
O -1.2365 -2.6787 3.1981
C 0.7141 -2.1594 1.9786
C 1.5546 -2.9388 2.7491
C 2.9096 -2.9572 2.4504
C 3.3809 -2.1827 1.4017
C 2.4736 -1.4394 0.6695
N 1.1846 -1.4672 0.9554
C 2.9017 -0.5678 -0.4671
O 4.0907 -0.4988 -0.7590
N 1.9014 0.1294 -1.0157
C 2.0716 0.9090 -2.1631
C 1.8794 2.3060 -2.0479
C 2.0069 3.0990 -3.1796
C 2.3605 2.5504 -4.4003
C 2.5777 1.1856 -4.5015
C 2.4148 0.3412 -3.4138
C 2.5927 -1.1496 -3.6119
C 1.7289 -1.6748 -4.7637
C 4.0660 -1.4999 -3.8574
C 1.6425 2.9504 -0.6964
C 2.7234 3.9859 -0.3730
C 0.2622 3.6041 -0.5850
H -2.2628 2.8237 3.6137
H -3.9299 2.2822 3.8417
H -3.2922 2.5584 2.2008
H -1.5533 0.7809 2.6704
H -3.4280 0.1057 4.9894
H -1.7807 0.7427 5.1452
H -2.0514 -0.8796 4.4722
H -5.2524 0.7179 2.8905
H -6.6584 -0.7546 1.5107
H -5.6243 -2.4548 0.0674
H -1.9134 -2.9779 -0.1195
H -4.3785 -2.8576 -1.9135
H -2.8001 -3.5449 -2.3328
H -2.9537 -1.8095 -2.0204
H -4.5211 -4.5539 0.0876
H -3.2109 -4.5615 1.2772
H -2.9323 -5.2012 -0.3534
H 1.1282 -3.5136 3.5583
H 3.5924 -3.5511 3.0427
H 4.4245 -2.1317 1.1267
H 1.8611 4.1707 -3.1007
H 2.4756 3.1851 -5.2715
H 2.8813 0.7736 -5.4573
H 2.2558 -1.6562 -2.7068
H 2.0461 -1.2604 -5.7228
H 0.6840 -1.4191 -4.5906
H 1.8160 -2.7622 -4.8238
H 4.4401 -0.9788 -4.7422
H 4.1745 -2.5754 -4.0210
H 4.6695 -1.2133 -3.0001
H 1.6897 2.1692 0.0598
H 2.5870 4.8938 -0.9675
H 3.7210 3.5874 -0.5635
H 2.6528 4.2505 0.6832
H 0.1338 4.3931 -1.3322
H 0.1526 4.0365 0.4108
H -0.5279 2.8694 -0.7162
C -1.0566 0.9270 -5.0617
N -1.7293 0.9250 -3.7744
C -2.8301 1.6976 -3.5357
C -3.3319 1.8548 -2.3046
C -2.6145 1.3125 -1.1529
O -2.9252 1.5772 -0.0080
N -1.5230 0.5170 -1.4527
C -1.1192 0.2354 -2.7268
O -0.2646 -0.6025 -2.9787
H -1.7603 1.2188 -5.8395
H -0.6619 -0.0647 -5.2669
H -0.2136 1.6220 -5.0511
H -3.2823 2.1514 -4.4083
H -4.2195 2.4356 -2.1127
Br 4.4855 1.9086 2.1813
C 3.6217 0.9305 3.5544
C 4.4070 0.2122 4.4469
C 3.8011 -0.4838 5.4819
C 2.4201 -0.4654 5.6160
C 1.6437 0.2254 4.6972
C 2.2371 0.9427 3.6626
C 1.3264 1.7462 2.6927
O 1.4234 2.9708 2.7762
O 0.5454 1.0314 2.0057
H 5.4831 0.2137 4.3302
H 4.4140 -1.0425 6.1793
H 1.9456 -0.9896 6.4372
H 0.5622 0.2164 4.7722